*a*
# C3H9NS

A cluster of 2 separate species, C3H9NS in total (the ωB97M-V functional and the def2-TZVPD basis, OMol25).

Computed properties:
LUMO energy (Ha): 0.0289
HOMO level (eV): -8.510

```
! RIJCOSX wB97M-V def2-TZVPD def2/J DEFGRID3
* xyz 0 1
C -0.13664 2.63920 -3.27495
N -0.25015 3.47013 -2.32661
H 0.82777 2.33863 -3.69341
H -1.01015 2.23378 -3.79976
H -0.96905 3.21073 -1.65242
C 0.28872 -2.79250 2.07688
S 0.62035 -1.93537 0.52417
C 0.14149 -0.29137 1.13764
H 0.62903 -2.23155 2.94845
H -0.79103 -2.84914 2.24609
H 0.73380 -3.77968 2.00590
H 0.63643 -0.10339 2.08544
H -0.92921 -0.39693 1.33599
H 0.20864 0.48747 0.38660
*
```

*b*
# C3H9NS

A cluster of 2 separate species, C3H9NS in total (the ωB97M-V functional and the def2-TZVPD basis, OMol25).

Computed properties:
LUMO energy (Ha): 0.0380
HOMO level (eV): -8.192

```
! RIJCOSX wB97M-V def2-TZVPD def2/J DEFGRID3
* xyz 0 1
C 0.94464 -0.47905 -0.28700
C 1.74625 -0.84080 0.73048
N 2.89978 -0.16487 1.09314
H 0.51585 0.51518 -0.33825
H 0.52876 -1.28322 -0.88398
H 1.64271 -1.88052 1.05121
H 3.33798 0.41883 0.40958
H 3.01793 -0.01905 2.08267
C -2.37637 0.27426 -1.00166
S -2.15480 1.83402 -0.05700
H -1.77852 0.43355 -1.90104
H -3.39636 0.24935 -1.36296
H -1.93836 -0.54691 -0.45796
H -2.98947 1.48920 0.92277
*
```

Most stable to least stable, the ends of the list are *b* and *a*.

*a*
# C3H9NS

A cluster of 2 separate species, C3H9NS in total (the ωB97M-V functional and the def2-TZVPD basis, OMol25).

Computed properties:
LUMO energy (Ha): -0.0212
HOMO level (eV): -8.450

```
! RIJCOSX wB97M-V def2-TZVPD def2/J DEFGRID3
* xyz 0 1
C -1.51110 -1.44124 0.16482
C -0.64873 -0.76620 0.93750
C -0.02465 -1.39479 2.15032
N -0.33832 0.57615 0.75372
H -1.96754 -0.95137 -0.69163
H -1.79989 -2.44670 0.41348
H -0.18192 -2.47588 2.20449
H 1.06141 -1.25686 2.18488
H -0.49258 -1.02841 3.07175
H 0.58114 0.78882 1.13262
H -0.18096 0.82670 -0.23561
S 1.10471 1.31482 -1.86637
H 0.54838 2.54220 -1.89616
H 0.47915 -0.14268 -1.38509
*
```

*b*
# C3H9NS

A cluster of 2 separate species, C3H9NS in total (the ωB97M-V functional and the def2-TZVPD basis, OMol25).

Computed properties:
LUMO energy (Ha): -0.1152
HOMO level (eV): -9.324

```
! RIJCOSX wB97M-V def2-TZVPD def2/J DEFGRID3
* xyz 0 1
C 1.19243 -0.77843 -0.93423
C -0.00446 0.05752 -0.45043
C -0.74277 -0.67239 0.67160
S -2.19590 1.90980 1.41111
N 0.43546 1.40576 -0.13086
H 0.95357 -1.35254 -1.83367
H 2.05091 -0.14556 -1.06729
H 1.44773 -1.59209 -0.25839
H -0.75753 0.21508 -1.22633
H -0.16721 -0.94447 1.55422
H -1.36236 -1.48056 0.29034
H -1.47102 0.10085 1.06648
H -0.41028 1.88021 0.21029
H 1.03144 1.39682 0.69718
*
```

Most stable to least stable, the ends of the list are *a* and *b*.

*a*
# C6H8S

An isolated molecule of C6H8S (the ωB97M-V functional and the def2-TZVPD basis, OMol25).

Computed properties:
LUMO energy (Ha): 0.0311
HOMO level (eV): -7.989

```
! RIJCOSX wB97M-V def2-TZVPD def2/J DEFGRID3
* xyz 0 1
C -1.76058 0.40281 -0.71208
C -2.12323 0.31294 0.70227
C -0.48591 0.64502 -0.02715
S 0.54269 2.07383 0.25908
C 0.92385 0.21217 0.10865
C 1.77006 -0.84061 0.80104
C 1.91951 -0.54962 -0.67408
H -1.82487 -0.46217 -1.50356
H -2.09455 1.36436 -1.07764
H -2.59131 1.19383 1.06834
H -2.44427 -0.69629 1.13024
H 1.32864 -1.80596 0.84949
H 2.48504 -0.61170 1.53989
H 2.77286 0.02949 -0.98581
H 1.58208 -1.26809 -1.47869
*
```

*b*
# C6H8S

A structure of composition C6H8S (the ωB97M-V functional and the def2-TZVPD basis, OMol25).

Computed properties:
LUMO energy (Ha): 0.0307
HOMO level (eV): -9.032

```
! RIJCOSX wB97M-V def2-TZVPD def2/J DEFGRID3
* xyz 0 1
C -2.92633 1.08006 0.39488
C -1.79205 0.71865 0.40452
C -0.24796 -1.46880 0.98993
C -0.02751 -1.22380 -0.45261
C -0.03383 -0.07846 0.42284
C 2.02202 1.22663 -0.77929
S 1.33672 0.78442 0.84998
H -3.95423 1.22959 0.52869
H -1.33761 -1.65392 1.10056
H 0.48168 -1.87499 1.71163
H 0.81477 -1.48559 -1.04950
H -0.97958 -1.35019 -1.00088
H 3.10360 0.92949 -0.76137
H 1.94493 2.34739 -0.74806
H 1.59538 0.81953 -1.61132
*
```

Most stable to least stable, the ends of the list are *a* and *b*.